1.
The following is a quantum chemistry calculation of a cluster of 6 separate species, C22H50O12P2 in total at a distorted geometry, from the OMol25 dataset.

```
86
Properties=species:S:1:pos:R:3:forces:R:3:mulliken_charge:R:1
C 35.716 -10.927 -4.498 -0.568 0.560 0.713 -0.58
O 35.075 -10.005 -5.401 0.469 0.071 -1.061 -0.42
P 34.085 -8.906 -4.855 0.215 -0.268 2.057 1.08
O 34.379 -8.437 -3.476 -0.628 -0.657 -1.146 -0.60
O 34.161 -7.755 -5.921 -0.245 -0.441 -0.435 -0.45
C 33.246 -6.668 -5.746 0.322 1.665 -0.208 -0.64
O 32.654 -9.637 -4.968 0.115 0.482 0.388 -0.15
C 32.053 -9.890 -6.238 0.187 0.861 -0.484 -0.70
H 36.629 -10.473 -4.118 -0.069 -0.001 0.081 0.25
H 35.956 -11.878 -4.965 -0.235 0.200 -0.476 0.24
H 34.995 -11.080 -3.694 0.442 -0.319 0.256 0.28
H 33.793 -5.721 -5.688 0.470 -0.326 -0.005 0.40
H 32.692 -6.663 -4.811 -0.286 -0.611 -0.161 0.16
H 32.642 -6.531 -6.640 -0.394 -0.554 0.194 0.28
H 32.711 -10.504 -6.852 -0.126 -0.124 -0.023 0.31
H 31.890 -8.925 -6.727 0.109 -0.123 -0.209 0.27
H 31.061 -10.323 -6.138 0.201 -0.318 0.466 0.25
C 28.986 -3.754 -3.177 -0.001 0.994 -0.188 -0.76
O 28.201 -4.881 -3.532 -0.011 -1.379 -0.465 0.51
P 28.869 -6.163 -4.242 0.349 0.708 0.607 0.41
O 29.866 -5.815 -5.263 -0.165 -0.157 -0.287 -0.75
O 27.633 -7.033 -4.711 -0.032 -0.009 0.937 -0.27
C 26.775 -6.639 -5.817 2.020 0.426 -0.357 -0.49
O 29.526 -6.908 -2.995 -1.141 -0.192 0.359 -0.32
C 30.570 -7.871 -3.144 1.485 1.058 -0.640 -0.24
H 29.994 -3.730 -3.594 -0.051 -0.485 -0.074 0.41
H 29.043 -3.643 -2.094 -0.076 -0.199 -0.005 0.31
H 28.467 -2.891 -3.601 0.021 0.057 0.207 0.01
H 26.462 -5.607 -5.668 -0.619 -0.210 0.035 0.09
H 26.011 -7.390 -5.966 -0.204 0.151 0.362 0.27
H 27.463 -6.642 -6.669 -0.479 0.035 -0.279 0.29
H 31.465 -7.540 -2.606 -0.318 0.236 0.354 0.07
H 30.901 -7.758 -4.177 -0.143 -1.040 -0.108 0.02
H 30.372 -8.869 -2.764 -0.693 -0.002 -0.420 0.33
C 25.133 -0.719 -5.999 0.164 0.328 0.572 -0.73
C 26.585 -1.228 -5.839 -0.472 0.917 0.034 -0.09
C 26.574 -2.468 -6.690 -0.070 -1.449 1.369 0.23
O 25.229 -2.976 -6.621 -1.098 0.464 -0.608 -0.48
C 24.296 -1.974 -6.156 0.598 0.338 -0.109 -0.12
H 24.942 -0.127 -6.895 0.640 0.206 -0.019 0.34
H 24.855 -0.111 -5.138 -0.163 -0.064 -0.011 0.29
H 26.797 -1.491 -4.802 -0.380 -0.050 0.071 -0.19
H 27.299 -0.436 -6.072 0.108 -0.233 -0.464 0.47
H 27.031 -3.302 -6.142 1.072 0.354 -0.497 -0.41
H 26.999 -2.375 -7.691 -0.437 0.058 -0.141 0.32
H 23.825 -2.274 -5.223 0.146 -0.304 0.017 0.04
H 23.519 -1.730 -6.883 -0.069 -0.636 -0.209 0.34
C 27.647 -6.945 0.096 1.383 0.388 0.463 0.17
C 27.580 -6.375 1.498 0.004 -0.306 0.647 -0.69
C 26.943 -7.535 2.286 -1.485 1.198 -1.132 -0.52
O 27.111 -8.699 1.466 0.553 -0.539 0.915 -0.46
C 28.048 -8.393 0.449 -0.873 0.949 -0.904 -0.30
H 28.376 -6.383 -0.491 -0.012 -0.294 -0.241 -0.05
H 26.677 -6.892 -0.397 -0.012 -0.261 -0.040 0.10
H 27.041 -5.431 1.575 -0.063 -0.061 0.129 0.31
H 28.570 -6.260 1.950 0.170 0.377 -0.510 0.29
H 25.861 -7.372 2.279 -0.026 -0.087 0.489 0.31
H 27.301 -7.503 3.316 0.234 -0.950 -0.034 0.31
H 27.878 -9.005 -0.437 0.063 -0.512 0.365 0.31
H 29.072 -8.494 0.822 0.080 0.131 -0.203 0.22
C 24.979 -2.381 -0.664 -1.670 0.334 0.417 -0.96
C 25.412 -3.673 -1.359 0.679 0.055 -0.015 0.19
C 24.898 -3.491 -2.799 -0.324 -0.322 1.154 -0.25
O 25.015 -2.121 -3.021 0.196 0.991 -1.013 -0.20
C 24.763 -1.374 -1.841 1.452 -1.091 0.715 -0.41
H 25.632 -1.964 0.103 0.583 -0.231 -0.368 0.37
H 24.059 -2.494 -0.079 -0.209 -0.254 -0.388 0.28
H 25.092 -4.617 -0.920 -0.227 0.193 0.203 0.41
H 26.505 -3.672 -1.320 0.018 -0.257 -0.438 -0.24
H 23.828 -3.753 -2.850 0.171 -0.363 -0.066 0.37
H 25.473 -4.041 -3.544 -0.070 0.081 -0.022 -0.07
H 23.784 -0.900 -1.875 0.038 0.120 0.103 0.25
H 25.612 -0.693 -1.760 -0.550 0.708 -0.244 0.28
C 33.443 -8.803 -0.357 1.784 0.031 0.503 0.13
C 32.131 -8.707 0.394 0.010 -0.051 0.028 -0.04
C 32.578 -8.333 1.801 0.500 0.650 0.097 -0.48
O 33.781 -7.562 1.633 0.082 0.170 -0.434 -0.43
C 34.528 -8.235 0.601 -0.967 -0.713 0.866 -0.67
H 33.518 -8.218 -1.267 -0.342 -0.562 -0.358 -0.07
H 33.771 -9.841 -0.435 -0.428 -0.020 -0.964 0.23
H 31.630 -9.674 0.359 -0.308 0.161 0.100 0.32
H 31.497 -7.937 -0.045 -0.126 -0.034 0.112 -0.12
H 32.785 -9.217 2.411 0.065 -0.130 -0.035 0.28
H 31.888 -7.695 2.352 -0.108 -0.036 -0.029 0.29
H 35.055 -9.050 1.111 0.083 -0.161 -0.160 0.30
H 35.293 -7.659 0.087 -0.312 0.680 0.300 0.33
```
Positions in Å, forces in eV/Å.

DFT total energy = -2453.900962 Ha
Lowest unoccupied orbital energy = 0.623 eV
Energy above the lowest of the compared OMol25 structures with the same formula, charge and spin = 0.0 kcal per mole



2.
The following is a quantum chemistry calculation of a structure of composition C22H50O20Tl at a distorted geometry, from the OMol25 dataset.

```
93
Properties=species:S:1:pos:R:3:forces:R:3:mulliken_charge:R:1
Tl -3.353 1.947 0.375 -0.089 0.398 -0.216 0.87
C 0.520 -0.874 1.463 -1.986 0.502 0.314 0.40
C -0.757 -0.395 0.960 1.390 -0.378 -0.854 0.49
C -0.905 -0.450 -0.623 -0.250 1.015 2.093 0.85
O -1.968 -0.009 -0.986 -0.131 -0.181 -1.190 -0.80
C 0.187 -0.953 -1.449 -4.060 0.381 0.772 -0.35
C 1.306 -1.478 -0.857 3.282 -1.530 -1.111 0.11
C 1.546 -1.310 0.626 2.353 -0.126 0.059 -0.51
O 2.666 -1.436 1.121 -0.528 -0.230 -0.698 -0.56
O 2.146 -2.012 -1.602 -0.374 0.532 1.332 -0.58
O -1.584 0.102 1.684 -0.369 -0.290 -0.249 -0.92
H 0.715 -0.779 2.525 0.105 0.018 0.004 0.98
H -0.148 -1.218 -2.445 0.633 0.197 -0.299 0.65
C 5.848 -3.608 -3.844 0.945 1.867 -1.642 -0.43
C 4.301 -3.566 -3.949 2.454 -2.512 1.745 -0.03
O 3.934 -4.517 -2.905 -1.206 0.941 0.034 -0.50
O 6.442 -3.244 -2.592 -1.244 -0.172 0.208 -0.52
H 6.168 -2.823 -4.549 0.152 -0.188 -0.298 0.33
H 6.325 -4.525 -4.189 -0.611 -0.404 -0.025 0.32
H 3.978 -4.085 -4.851 0.183 0.989 -0.586 0.36
H 3.976 -2.535 -3.845 -0.614 -0.280 0.347 -0.12
H 3.850 -5.342 -3.386 -0.105 -0.247 0.276 0.31
H 7.388 -3.178 -2.737 0.019 -0.001 -0.071 0.31
C -2.752 -3.903 1.757 -0.768 -1.210 -0.730 -0.07
C -1.669 -3.999 0.705 -0.960 -0.077 0.208 -0.22
O -2.103 -4.683 -0.468 0.258 0.818 -0.023 -0.49
O -3.221 -5.172 2.196 0.141 0.052 0.820 -0.53
H -3.645 -3.491 1.272 0.310 0.675 0.085 0.28
H -2.409 -3.270 2.579 -0.128 -0.226 0.196 0.18
H -0.749 -4.444 1.085 0.186 0.157 0.109 0.25
H -1.574 -2.927 0.508 0.678 -0.195 -0.806 0.03
H -2.317 -5.603 -0.290 0.081 0.036 0.153 0.35
H -2.811 -5.894 1.718 0.186 -0.027 0.007 0.31
C 0.817 0.891 -5.279 -0.943 1.104 -0.136 -0.57
C 1.700 0.854 -4.053 0.039 -2.029 -0.252 0.74
O 2.498 -0.363 -4.135 0.007 1.003 -0.155 -0.48
O -0.230 -0.066 -5.338 0.110 -0.270 0.539 -0.52
H 1.372 0.909 -6.220 0.474 -0.432 0.225 0.34
H 0.285 1.849 -5.304 0.105 0.112 0.241 0.35
H 1.150 0.635 -3.132 -0.722 0.964 -0.030 -0.80
H 2.253 1.788 -3.954 0.386 -0.132 -0.024 0.39
H 2.612 -0.659 -3.227 0.306 -0.318 -0.107 0.28
H 0.029 -0.859 -4.857 0.296 -0.078 -0.327 0.34
C -0.053 4.256 -1.506 -1.176 -1.108 0.489 -0.84
C 0.249 2.868 -0.929 -0.167 -0.502 -0.506 0.18
O -0.457 2.508 0.265 0.935 0.555 -0.158 0.51
O -1.447 4.373 -1.878 0.795 -0.217 0.018 -0.47
H 0.607 4.290 -2.376 -0.066 0.795 -0.027 0.29
H 0.047 5.035 -0.751 1.171 -0.030 -0.115 0.40
H 1.327 2.759 -0.750 0.016 0.328 0.030 0.32
H 0.037 2.087 -1.670 -0.334 0.334 -0.138 -0.29
H 0.170 2.884 0.909 -0.628 -0.070 0.693 -0.28
H -1.736 5.141 -1.383 -0.494 0.050 -0.194 0.30
C -4.615 0.198 -2.661 -2.186 0.098 0.525 -0.39
C -3.560 0.984 -3.430 -0.208 1.491 0.234 -0.29
O -3.259 2.213 -2.717 0.114 -0.688 -0.253 -0.32
O -5.424 1.035 -1.752 1.459 0.087 0.361 -0.53
H -4.208 -0.651 -2.115 0.060 0.143 0.157 0.09
H -5.477 -0.132 -3.241 1.047 -0.836 -1.084 0.55
H -3.949 1.295 -4.401 0.059 -0.387 -0.117 0.58
H -2.603 0.485 -3.568 -0.270 -0.444 -0.002 -0.11
H -3.651 2.903 -3.255 0.104 0.358 0.331 0.21
H -6.334 0.981 -2.039 -0.112 0.002 0.012 0.30
C 1.342 -2.460 4.907 0.834 0.897 0.494 -0.34
C 0.053 -2.992 4.305 1.114 -0.872 0.379 0.02
O -0.407 -4.062 5.118 -0.221 0.096 -0.395 -0.60
O 2.459 -3.349 4.796 -0.806 -0.174 -0.157 -0.54
H 1.195 -2.279 5.977 -0.420 0.142 -0.137 0.43
H 1.697 -1.506 4.479 -0.519 0.012 -0.179 0.07
H 0.307 -3.394 3.314 -0.283 0.325 -0.220 0.11
H -0.725 -2.229 4.258 0.043 0.037 -0.022 0.28
H 0.104 -4.833 4.849 -0.068 -0.075 0.251 0.35
H 2.830 -3.368 5.680 0.327 -0.330 -0.046 0.33
C 1.732 2.266 3.543 -0.921 0.164 -0.263 0.44
C 1.814 3.763 3.253 0.201 -1.105 0.544 -0.91
O 1.656 4.012 1.851 0.382 -0.221 0.618 -0.44
O 2.786 1.587 2.918 0.828 0.460 -0.181 -0.60
H 0.773 1.928 3.121 -0.091 -0.060 0.209 -0.31
H 1.709 2.141 4.632 0.159 -0.227 -0.040 0.39
H 2.794 4.102 3.601 -0.073 0.293 -0.077 0.38
H 1.041 4.211 3.878 -0.096 0.458 -0.463 0.37
H 2.514 3.674 1.552 -0.278 0.168 -0.647 0.32
H 2.585 0.703 2.610 -0.181 -0.149 0.180 0.28
C -3.234 4.723 2.870 0.460 0.204 0.675 -0.83
C -2.310 3.816 3.690 -0.598 1.243 -0.524 -0.11
O -2.302 2.521 3.114 0.294 0.112 0.768 -0.34
O -2.771 4.688 1.510 -0.793 0.239 0.439 -0.46
H -3.208 5.734 3.293 0.563 0.128 -0.138 0.38
H -4.300 4.536 3.002 0.039 -0.862 -0.797 0.34
H -2.582 3.835 4.748 -0.141 -0.236 -0.027 0.45
H -1.335 4.314 3.599 0.265 -0.352 0.107 0.05
H -1.791 1.996 3.742 -0.157 -0.428 -0.362 0.19
H -1.904 5.108 1.531 0.024 -0.073 -0.180 0.26
```
Positions in Å, forces in eV/Å.

Total charge = +1
DFT total energy = -2544.952275 Ha
Lowest unoccupied orbital energy = -7.746 eV
Energy above the lowest of the compared OMol25 structures with the same formula, charge and spin = 35.7 kcal per mole



3.
The following is a quantum chemistry calculation of a cluster of 3 separate species, C22H51BFN3O5S in total at a distorted geometry, from the OMol25 dataset.

```
84
Properties=species:S:1:pos:R:3:forces:R:3:mulliken_charge:R:1
C 0.521 6.532 2.741 -0.189 -0.286 -0.781 -1.51
C -0.140 5.167 2.439 0.356 0.063 0.603 -0.05
C 0.795 4.132 1.783 -0.529 0.174 0.115 -1.29
C 0.633 3.849 0.276 1.223 -0.263 0.213 1.52
N 0.249 2.473 -0.014 -0.311 0.170 0.279 -0.40
O 1.992 3.965 -0.296 -0.257 -0.379 -0.177 -0.70
S 1.874 3.872 -1.892 0.359 0.293 0.118 1.31
O 1.888 2.544 -2.386 -0.148 -0.290 0.149 -0.62
O 2.838 4.774 -2.415 -0.117 0.299 0.009 -0.68
O 0.399 4.451 -1.962 -0.117 0.032 0.116 -0.58
C -0.113 4.855 -0.606 -0.061 0.080 -0.932 1.20
C 0.307 6.317 -0.421 -0.282 -0.229 0.089 -1.25
C 0.167 7.198 -1.665 0.191 0.116 -0.133 0.44
C 1.451 7.528 -2.393 0.110 0.241 -0.052 -1.62
F -0.384 8.410 -1.194 -0.163 0.167 0.067 -0.42
B -1.718 4.668 -0.797 0.087 -0.246 -0.165 -0.33
O -2.367 5.624 -1.555 -0.282 -0.416 0.554 -0.64
C -2.603 3.534 -0.184 -0.429 0.586 0.230 0.24
C -3.772 4.216 0.600 0.669 -0.165 0.131 -1.27
H -0.167 7.347 2.523 -0.035 0.134 0.314 0.38
H 1.368 6.682 2.073 0.140 0.083 0.189 0.39
H 0.861 6.581 3.769 0.036 0.105 0.082 0.35
H -1.077 5.285 1.895 -0.009 -0.027 -0.135 -0.22
H -0.419 4.753 3.408 -0.237 -0.074 -0.064 0.69
H 0.626 3.180 2.285 0.091 -0.083 -0.050 -0.01
H 1.830 4.396 1.995 0.075 0.072 -0.140 0.61
H 1.088 1.907 0.020 0.076 -0.067 -0.150 0.23
H -0.349 2.118 0.721 -0.117 -0.036 -0.080 -0.02
H -0.364 6.755 0.318 0.157 0.060 0.099 0.19
H 1.328 6.387 -0.050 0.021 -0.022 0.072 0.68
H -0.558 6.803 -2.368 -0.071 -0.093 -0.001 0.50
H 1.597 6.890 -3.260 0.056 -0.166 0.084 0.33
H 2.326 7.454 -1.751 0.049 -0.066 0.024 0.30
H 1.393 8.555 -2.753 -0.114 0.019 -0.031 0.46
H -2.373 6.475 -1.111 0.182 0.529 -0.376 0.35
H -3.027 2.952 -1.004 0.095 -0.252 0.026 0.46
H -2.087 2.877 0.502 0.056 -0.220 -0.163 -0.10
H -3.463 5.199 0.967 -0.198 0.130 -0.071 0.33
H -4.663 4.322 -0.007 -0.101 0.104 0.012 0.31
H -3.984 3.640 1.498 -0.285 -0.116 -0.083 0.36
C 1.291 -0.822 0.187 0.028 0.084 0.017 -1.83
C 0.822 -0.726 1.632 0.122 -0.071 -0.092 0.04
N -0.474 -1.337 1.855 -0.097 0.071 0.053 0.21
C -1.055 -1.007 3.143 -0.086 0.096 0.094 -0.56
C -0.339 -1.490 4.410 -0.062 0.001 0.038 -1.04
C -0.589 -2.724 1.438 0.039 -0.206 -0.175 -0.70
C 0.383 -3.743 2.049 -0.076 -0.059 -0.005 -0.61
H 0.541 -0.424 -0.498 -0.028 -0.037 0.002 0.37
H 2.208 -0.244 0.058 0.014 -0.013 -0.009 0.46
H 1.517 -1.847 -0.107 -0.012 -0.013 0.008 0.43
H 0.730 0.332 1.900 -0.014 -0.016 0.086 0.28
H 1.608 -1.137 2.286 0.007 0.026 0.002 0.27
H -2.085 -1.373 3.154 0.012 -0.054 -0.038 0.42
H -1.135 0.085 3.191 0.061 0.006 -0.034 0.22
H -0.465 -2.560 4.568 0.048 -0.017 -0.031 0.23
H -0.757 -0.985 5.282 -0.007 0.007 -0.006 0.43
H 0.729 -1.269 4.386 0.008 -0.002 -0.019 0.26
H -0.474 -2.758 0.352 0.039 0.066 0.003 0.29
H -1.615 -3.051 1.620 -0.019 0.080 0.087 0.32
H 1.409 -3.373 2.062 0.001 0.017 -0.013 0.25
H 0.374 -4.657 1.451 -0.002 0.007 -0.011 0.05
H 0.107 -4.021 3.064 0.051 0.050 0.032 0.30
C -0.402 -9.634 -3.289 -0.016 -0.005 -0.027 -1.43
C -0.713 -8.213 -2.847 0.041 -0.052 -0.097 -0.33
N -0.152 -7.884 -1.550 -0.021 0.043 0.065 0.12
C -0.676 -6.652 -0.989 -0.144 0.091 0.085 -0.83
C -0.379 -5.337 -1.721 0.012 0.052 0.102 -0.85
C 1.281 -8.084 -1.417 0.172 -0.127 -0.015 -0.71
C 2.208 -7.340 -2.388 0.052 0.008 0.076 -0.96
H -0.710 -10.352 -2.528 0.024 0.009 0.029 0.34
H -0.942 -9.860 -4.209 -0.001 0.003 -0.006 0.44
H 0.660 -9.780 -3.492 0.005 -0.002 0.003 0.29
H -1.799 -8.106 -2.769 0.000 0.069 0.040 0.44
H -0.391 -7.518 -3.639 -0.019 -0.011 -0.011 0.26
H -0.324 -6.574 0.044 0.065 -0.035 -0.014 0.37
H -1.762 -6.766 -0.917 0.000 -0.040 -0.066 0.38
H 0.654 -5.019 -1.588 0.018 -0.022 -0.055 0.13
H -1.013 -4.544 -1.318 -0.014 -0.011 0.003 0.32
H -0.586 -5.406 -2.789 0.009 -0.022 -0.009 0.39
H 1.480 -9.154 -1.511 -0.050 -0.004 -0.041 0.37
H 1.559 -7.837 -0.389 -0.062 0.071 0.008 0.34
H 1.854 -7.401 -3.418 -0.016 -0.013 -0.001 0.24
H 3.203 -7.788 -2.358 -0.002 -0.007 0.005 0.37
H 2.321 -6.288 -2.128 -0.053 0.022 -0.052 0.28
```
Positions in Å, forces in eV/Å.

DFT total energy = -1932.200079 Ha
Lowest unoccupied orbital energy = 0.327 eV



Q: Which of these has the lowest DFT total energy?
A: C22H50O20Tl